[1]
C9H14NS | wB97M-V/def2-TZVPD

The geometry in XYZ format:
```
25
Properties=species:S:1:pos:R:3:forces:R:3
C 0.620 -2.081 0.659 0.18 0.17 -0.03
C 1.064 -1.309 -0.308 -0.36 -0.57 0.21
N 1.662 0.000 -0.062 -0.09 -0.09 0.43
C 3.093 -0.048 -0.435 0.96 -0.03 -0.13
C 0.958 1.102 -0.789 -0.47 0.80 -0.09
C -0.234 1.673 -0.026 -0.07 -0.03 -0.09
C -1.434 0.782 0.075 -0.10 -0.22 -0.21
C -2.340 0.742 1.093 0.46 -0.06 -0.25
C -3.412 -0.144 0.838 -0.16 -0.18 -0.05
C -3.310 -0.756 -0.366 0.13 0.00 -0.21
S -1.913 -0.258 -1.231 -0.20 0.36 0.45
H 0.190 -3.040 0.433 -0.06 -0.19 -0.13
H 0.652 -1.807 1.701 0.01 0.16 0.19
H 1.037 -1.577 -1.352 0.03 0.08 -0.13
H 1.589 0.195 0.945 0.02 -0.08 -0.26
H 3.178 -0.096 -1.519 -0.11 0.00 0.03
H 3.613 0.836 -0.071 -0.17 0.08 -0.02
H 3.562 -0.932 -0.006 -0.17 0.01 0.04
H 0.632 0.719 -1.757 0.23 -0.08 0.00
H 1.685 1.902 -0.952 0.01 -0.18 -0.01
H -0.525 2.588 -0.554 0.18 0.00 0.06
H 0.064 1.974 0.982 0.06 0.09 -0.03
H -2.239 1.318 1.995 0.02 0.15 0.17
H -4.221 -0.313 1.524 -0.17 -0.06 0.10
H -3.973 -1.469 -0.815 -0.18 -0.15 -0.04
```
Positions in Å, forces in eV/Å.

As for the HOMO-LUMO gap: 9.21 eV. For the calculated total energy, the calculation gives -21877.9904 eV. For the largest force on an atom, the calculation gives 1.0 eV Å⁻¹. The SMILES is C=C[N@@H+](C)CCc1cccs1. The LUMO energy comes out at -0.102 Ha. The net charge is +1. The multiplicity is 1. The value obtained for the relative energy (zero: lowest compared OMol25 entry of this formula, charge and spin) is 19.82 kJ/mol.

Results of the Löwdin charge analysis, in e, for atoms 1 through 6:
1. C 0.102
2. C -0.170
3. N -0.140
4. C 0.016
5. C -0.133
6. C -0.169

=====

[2]
C4H11N2 | wB97M-V/def2-TZVPD

The geometry in XYZ format:
```
17
Properties=species:S:1:pos:R:3:forces:R:3
C 1.591 -0.058 -1.331 0.39 -1.30 -2.44
C 0.491 -0.088 -0.342 -2.37 -0.91 0.90
C -2.665 -0.687 0.108 1.04 -0.33 1.81
C 1.676 2.114 0.016 1.43 -1.06 -1.19
N 1.332 0.916 -0.349 1.53 4.27 1.17
N 0.284 -0.924 0.899 1.18 -0.54 -0.49
H 2.455 -0.723 -1.138 -0.01 0.88 -0.48
H 1.336 0.304 -2.415 0.57 -1.31 2.01
H -2.398 -1.747 0.213 0.64 0.29 -0.64
H -2.037 0.073 -0.317 1.07 -0.35 -0.29
H -3.503 -0.651 -0.472 -2.57 -0.06 -1.30
H -2.897 -0.381 1.113 -0.51 0.36 0.49
H 1.235 2.580 0.821 -1.33 0.47 1.86
H 2.505 2.712 -0.385 -0.37 -0.95 -0.56
H 0.743 -1.863 0.727 -0.71 1.03 0.64
H -0.718 -1.044 1.023 -0.46 -0.40 -0.41
H 0.567 -0.535 1.831 0.49 -0.10 -1.07
```
Positions in Å, forces in eV/Å.

As for the HOMO-LUMO gap (alpha / beta): 8.23 / 8.23 eV. For the calculated total energy, the calculation gives -7294.9808 eV. For the largest force on an atom, the calculation gives 4.7 eV Å⁻¹. The LUMO energy (alpha / beta) comes out at -0.150 / -0.150 Ha. The net charge is +1. The multiplicity is 1. The value obtained for the relative energy (zero: lowest compared OMol25 entry of this formula, charge and spin) is 575.75 kJ/mol.

Results of the Löwdin charge analysis, in e, for atoms 1 through 6:
1. C -0.023
2. C -0.216
3. C -0.036
4. C 0.160
5. N -0.148
6. N 0.226

=====

[3]
C3H12FN3 | wB97M-V/def2-TZVPD

The geometry in XYZ format:
```
19
Properties=species:S:1:pos:R:3:forces:R:3
C -0.580 -1.411 0.420 2.85 0.64 -0.22
C -0.080 -0.539 -0.669 -1.29 -2.85 -2.12
C 1.238 1.216 0.151 3.71 0.69 0.90
N 0.880 1.550 1.421 -0.13 -0.05 -1.44
N -1.388 -2.553 -0.151 -2.64 1.13 4.69
N 0.678 2.217 -0.829 -1.72 -2.27 0.71
F -1.044 0.332 -1.148 0.88 -0.62 0.33
H 0.368 -1.853 0.921 -1.77 0.57 -0.54
H -1.150 -0.773 1.097 -0.27 -0.71 0.21
H 0.597 -1.001 -1.474 -0.97 1.17 1.12
H 2.376 0.843 0.139 -2.60 1.13 -0.88
H 0.054 2.049 1.578 -1.29 0.80 0.64
H 1.290 1.108 2.189 0.77 -0.61 1.27
H -0.971 -2.933 -0.940 1.07 -1.42 -1.83
H -2.328 -2.140 -0.403 0.87 -1.03 0.20
H -1.475 -3.213 0.714 -0.29 0.61 -2.39
H 1.251 3.040 -0.677 -0.42 0.95 -0.76
H -0.407 2.274 -0.536 3.03 0.60 -1.16
H 0.692 1.786 -1.803 0.19 1.26 1.27
```
Positions in Å, forces in eV/Å.

As for the HOMO-LUMO gap (alpha / beta): 7.53 / 10.41 eV. The expectation value of S² is 2.007. For the calculated total energy, the calculation gives -10471.2712 eV. For the largest force on an atom, the calculation gives 5.5 eV Å⁻¹. The LUMO energy (alpha / beta) comes out at -0.249 / -0.347 Ha. The net charge is +2. The multiplicity is 3.

Results of the Löwdin charge analysis, in e, for atoms 1 through 6:
1. C -0.153
2. C -0.156
3. C -0.263
4. N 0.143
5. N 0.214
6. N 0.180

=====

[4]
C2H3NO3S | wB97M-V/def2-TZVPD

The geometry in XYZ format:
```
10
Properties=species:S:1:pos:R:3:forces:R:3
O 2.755 1.090 0.033 1.88 -1.19 0.00
S 3.938 0.245 -0.072 -1.15 2.93 -1.46
O 4.197 -0.764 0.855 0.76 -0.64 1.18
O 4.879 0.557 -1.112 -0.74 -0.52 0.67
C -0.332 -0.512 0.154 -2.42 3.37 -0.90
C 0.947 -1.124 0.049 1.02 -1.19 0.42
N 1.986 -1.619 -0.035 -1.43 -0.02 -0.43
H -0.604 0.076 1.065 1.04 -0.82 -0.17
H -1.255 -1.088 -0.027 0.92 -0.41 -0.19
H -0.364 0.356 -0.616 0.13 -1.50 0.88
```
Positions in Å, forces in eV/Å.

As for the HOMO-LUMO gap: 11.54 eV. For the calculated total energy, the calculation gives -20588.2864 eV. For the largest force on an atom, the calculation gives 4.2 eV Å⁻¹. The SMILES is O=S(=O)=O.CC#N. The LUMO energy comes out at -0.010 Ha. The net charge is 0. The multiplicity is 1. The value obtained for the relative energy (zero: lowest compared OMol25 entry of this formula, charge and spin) is 185.25 kJ/mol.

Results of the Löwdin charge analysis, in e, for atoms 1 through 6:
1. O -0.278
2. S 0.668
3. O -0.244
4. O -0.245
5. C -0.083
6. C -0.262

=====

[5]
C4H12 | wB97M-V/def2-TZVPD

The geometry in XYZ format:
```
16
Properties=species:S:1:pos:R:3:forces:R:3
C -1.265 1.138 -0.837 -0.15 1.18 -0.90
C -2.658 1.770 -0.747 1.17 -1.20 -1.51
H -0.802 1.375 -1.798 0.01 0.00 0.01
H -0.587 1.479 -0.080 0.27 0.28 0.56
H -1.317 0.092 -0.779 -0.09 -1.56 0.15
H -3.075 1.495 0.185 -0.84 0.19 0.92
H -3.253 1.382 -1.583 -0.17 -0.06 0.36
H -2.558 2.808 -0.937 -0.23 1.17 0.38
C 1.570 -1.033 0.259 0.72 -1.05 1.59
C 2.333 -1.863 1.343 0.40 2.27 0.04
H 1.955 -0.047 0.288 0.08 1.17 -0.20
H 1.725 -1.449 -0.710 0.11 -0.30 -0.76
H 0.518 -1.048 0.486 -0.41 0.18 -0.01
H 1.944 -2.826 1.315 -0.46 -1.94 0.18
H 2.147 -1.440 2.375 0.36 -0.41 -1.13
H 3.426 -1.896 1.126 -0.78 0.05 0.30
```
Positions in Å, forces in eV/Å.

As for the HOMO-LUMO gap: 13.06 eV. For the calculated total energy, the calculation gives -4342.2119 eV. For the largest force on an atom, the calculation gives 2.3 eV Å⁻¹. The SMILES is CC.CC. The LUMO energy comes out at 0.042 Ha. The net charge is 0. The multiplicity is 1. The value obtained for the relative energy (zero: lowest compared OMol25 entry of this formula, charge and spin) is 30.53 kJ/mol.

Results of the Löwdin charge analysis, in e, for atoms 1 through 6:
1. C -0.175
2. C -0.149
3. H 0.070
4. H 0.053
5. H 0.033
6. H 0.049

=====

[6]
C7H8 | wB97M-V/def2-TZVPD

The geometry in XYZ format:
```
15
Properties=species:S:1:pos:R:3:forces:R:3
C -1.042 0.774 0.831 -0.02 0.02 0.07
C 0.262 0.450 0.159 0.03 -0.04 0.03
C 0.182 -0.095 -1.258 0.08 0.06 -0.05
C -0.672 -1.284 -1.382 -0.32 -0.41 -0.02
C -1.378 -2.257 -1.450 0.29 0.40 0.04
C 1.471 0.561 0.826 0.03 0.29 0.18
C 2.268 0.804 1.837 -0.17 -0.04 -0.28
H -1.746 1.198 0.104 0.11 -0.07 0.08
H -1.511 -0.132 1.234 0.07 0.13 -0.06
H -0.888 1.478 1.653 0.00 -0.11 -0.12
H 1.409 -0.576 0.532 -0.01 -0.17 0.01
H -0.228 0.705 -1.890 0.03 -0.12 0.08
H 1.187 -0.309 -1.639 -0.16 0.00 0.07
H -2.000 -3.123 -1.514 0.12 0.16 0.00
H 2.686 1.807 1.957 -0.08 -0.09 -0.04
```
Positions in Å, forces in eV/Å.

As for the HOMO-LUMO gap (alpha / beta): 7.90 / 7.90 eV. For the calculated total energy, the calculation gives -7381.4882 eV. For the largest force on an atom, the calculation gives 0.5 eV Å⁻¹. The LUMO energy (alpha / beta) comes out at 0.004 / 0.004 Ha. The net charge is 0. The multiplicity is 1. The value obtained for the relative energy (zero: lowest compared OMol25 entry of this formula, charge and spin) is 700.38 kJ/mol.

Results of the Löwdin charge analysis, in e, for atoms 1 through 6:
1. C -0.034
2. C -0.283
3. C -0.188
4. C -0.140
5. C 0.117
6. C -0.277